Entry 1:
Entry from the Open Molecules 2025 dataset: an isolated molecule of C15H17ClN2O2S2 (ωB97M-V/def2-TZVPD).

The geometry in XYZ format:
```
39
Properties=species:S:1:pos:R:3
H -3.187 0.491 -0.200
H 0.350 -1.783 -0.761
Cl -2.855 -3.586 2.395
H 1.538 -0.475 2.731
H 2.244 -2.817 2.223
C 2.260 0.248 0.840
H 0.896 4.251 -2.581
C 0.251 3.400 -2.374
C 1.726 2.611 -0.515
O 0.543 0.254 -2.152
H -0.534 1.639 0.320
N -0.654 1.977 -0.628
O -1.745 0.966 -2.662
H 2.412 3.456 -0.545
H -0.770 3.643 -2.655
C -2.285 -2.423 1.258
S 1.776 1.913 1.169
C -2.606 -0.379 0.059
C 3.016 -2.288 0.285
C -3.069 -1.314 0.967
S -0.750 0.670 -1.679
H -0.462 -3.486 0.882
H 3.694 -1.367 -1.549
C 3.219 -1.231 -0.587
C 0.301 3.050 -0.890
C -1.052 -2.614 0.649
H 3.328 -3.286 0.021
C -0.122 4.253 -0.041
N 2.858 0.008 -0.310
C -1.373 -0.566 -0.540
C 2.016 -0.733 1.800
C 2.410 -2.024 1.508
H 0.575 2.553 -2.972
C -0.598 -1.673 -0.258
H -4.028 -1.191 1.447
H -0.038 4.016 1.018
H 0.513 5.107 -0.260
H -1.154 4.512 -0.261
H 2.080 1.811 -1.167
```

Properties
E	-57099.021	eV
SMILES	CC(C)(CSc1ccccn1)NS(=O)(=O)c1ccc(Cl)cc1
energy relative to the best compared isomer or geometry (same formula, charge and spin)	0.000	eV
HOMO	-8.66	eV
LUMO energy	0.396	eV
maximum force	0.017	hartree/bohr

Entry 2:
Entry from the Open Molecules 2025 dataset: an isolated molecule of C15H17ClN4O2 (ωB97M-V/def2-TZVPD).

The geometry in XYZ format:
```
39
Properties=species:S:1:pos:R:3
C -5.401 -0.881 2.897
N -1.940 -2.186 -0.592
C 0.084 -1.803 0.085
N 3.142 2.319 -1.027
H 4.033 1.994 -2.859
C -4.141 -0.595 3.402
H 1.988 -1.669 0.982
C -3.001 -0.848 2.661
N 1.935 -0.412 -0.668
H 3.396 3.967 -2.198
C -5.516 -1.430 1.629
H -2.020 -0.628 3.050
H 1.154 0.509 1.037
H 1.969 -2.487 -0.605
C 3.072 3.651 -1.188
H 2.195 -1.270 -2.512
C 3.457 1.431 -2.120
C 1.671 -0.404 -2.096
Cl -3.993 0.089 4.982
C 2.187 0.869 -2.776
H 3.549 1.156 0.649
H 2.458 2.550 0.887
H 4.072 0.612 -1.741
C -4.390 -1.693 0.873
N -0.671 -1.415 1.066
H 0.706 1.310 -0.470
H -4.464 -2.121 -0.114
C -3.129 -1.401 1.389
C 1.563 -1.655 -0.024
H -6.495 -1.654 1.235
C 1.519 0.786 0.046
H 2.389 0.634 -3.822
H 0.600 -0.520 -2.330
O -0.630 -2.274 -0.947
H -6.278 -0.676 3.490
H 1.424 1.649 -2.759
C -1.937 -1.672 0.612
C 2.718 1.726 0.220
O 2.724 4.444 -0.344
```

Properties
E	-38408.150	eV
SMILES	O=CN1CCCN(Cc2nc(-c3cccc(Cl)c3)no2)CC1
energy relative to the best compared isomer or geometry (same formula, charge and spin)	2.017	eV
HOMO	-9.08	eV
LUMO energy	0.303	eV
maximum force	0.024	hartree/bohr

Entry 3:
Entry from the Open Molecules 2025 dataset: a structure of composition C15H17F3N2O5PdS2Te (ωB97M-V/def2-TZVPD).

The geometry in XYZ format:
```
46
Properties=species:S:1:pos:R:3
N -1.458 -0.991 1.856
C 4.669 0.506 -0.157
H 1.493 -1.384 4.289
H 1.590 1.185 -2.369
S -4.479 -1.608 -1.379
C 2.443 1.023 -1.726
H -2.552 1.336 1.485
C 3.588 -0.358 -0.118
O -3.325 -1.674 -2.325
H 6.413 2.537 -0.113
C -0.202 -0.874 1.424
H -0.863 -1.629 5.097
Pd -1.757 -1.044 -0.957
H 6.521 2.218 -1.842
F -6.244 -2.508 -3.123
H -0.130 1.824 0.078
O 0.503 -1.137 -2.192
H 1.906 -0.899 1.903
F -6.704 -2.884 -1.041
C 4.656 1.635 -0.973
H 5.556 3.571 -1.263
C -0.648 2.409 -0.675
O -5.148 -0.334 -1.373
N -0.120 -0.569 0.056
H 3.616 -1.254 0.488
H 5.542 0.295 0.448
Te -2.468 1.444 -1.183
C -0.644 -1.409 4.062
C 2.471 -0.086 -0.894
H 3.513 2.742 -2.412
H -4.130 0.900 0.785
C -1.666 -1.257 3.144
C -3.307 1.610 0.756
C -5.726 -2.842 -1.940
C 3.530 1.878 -1.758
C 0.660 -1.275 3.607
O 1.569 -2.434 -0.343
C 5.849 2.545 -1.045
S 1.095 -1.189 -0.875
H -0.043 2.486 -1.573
C 0.898 -1.003 2.274
H -0.876 3.409 -0.310
H -2.704 -1.357 3.440
O -4.046 -2.132 -0.105
H -3.665 2.625 0.910
F -5.173 -4.046 -2.038
```

Properties
E	-69643.336	eV
energy relative to the best compared isomer or geometry (same formula, charge and spin)	1.307	eV
HOMO (alpha / beta)	-8.66 / -8.66	eV
LUMO energy (alpha / beta)	-1.674 / -1.663	eV
maximum force	0.022	hartree/bohr

Entry 4:
Entry from the Open Molecules 2025 dataset: a structure of composition C15H17IN2Sn (ωB97M-V/def2-TZVPD).

The geometry in XYZ format:
```
36
Properties=species:S:1:pos:R:3
C 0.801 -2.827 2.449
C -1.726 0.801 -3.514
H -1.695 -1.721 -2.937
H -0.133 -3.200 -0.869
H 1.321 0.430 -3.399
H -1.259 1.756 -3.081
H 1.326 -1.279 4.576
H 0.475 -4.630 1.250
C 0.194 3.538 1.302
N 0.151 1.436 0.230
H -1.182 -1.091 -4.366
C -1.722 -0.773 -3.464
H -0.421 3.163 -0.820
C 1.052 -0.673 3.703
H -2.807 -0.842 -3.556
C 0.573 2.851 2.487
H 1.220 1.312 4.584
H -1.351 0.988 -4.653
Sn -0.437 -0.108 -1.076
H -2.806 1.038 -3.453
C 0.489 -3.536 1.275
C 0.183 -2.800 0.126
I -3.126 -0.052 -0.359
H 0.816 3.331 3.390
H 0.088 4.585 1.277
C -0.055 2.785 0.154
C 0.550 -0.725 1.361
H 2.018 0.619 -1.691
C 0.672 1.458 2.575
H 1.772 -1.056 -2.373
N 0.258 -1.467 0.251
C 0.994 0.706 3.717
C 0.787 -1.428 2.545
C 1.398 -0.006 -2.376
C 0.493 0.710 1.357
H 1.087 -3.294 3.380
```

Properties
E	-32725.683	eV
energy relative to the best compared isomer or geometry (same formula, charge and spin)	1.978	eV
HOMO	-16.01	eV
LUMO energy	-8.176	eV
total charge	+2
maximum force	0.075	hartree/bohr

Entry 5:
Entry from the Open Molecules 2025 dataset: an isolated molecule of C15H17N3O5S2 (ωB97M-V/def2-TZVPD).

The geometry in XYZ format:
```
42
Properties=species:S:1:pos:R:3
C -0.811 2.152 0.567
O -6.724 -1.857 1.163
C -4.978 -0.826 0.126
H -2.380 0.183 -1.787
O -2.738 3.850 0.178
H -4.382 2.282 1.318
C 4.322 0.519 -2.123
H 1.292 -2.626 -0.890
H 2.167 -0.322 -0.634
N -5.863 -1.960 0.320
C -0.435 2.574 1.803
C -4.293 1.379 0.736
O -1.742 2.735 -1.799
S 0.240 0.898 0.010
H 0.717 -1.930 0.627
C -3.312 1.304 -0.236
H 3.984 0.022 -3.030
C 3.872 -1.623 -0.807
C -3.992 -0.898 -0.851
C 4.860 -0.500 -1.124
H 3.562 -2.105 -1.736
C 2.992 -0.662 1.316
O 3.907 -1.103 1.967
N 0.639 1.953 2.324
H 5.143 0.004 -0.198
H 4.371 -2.366 -0.183
S -2.173 2.685 -0.433
H -3.905 -1.792 -1.451
H 5.763 -0.952 -1.539
H -5.927 0.319 1.663
H 2.527 0.571 2.839
C -5.143 0.303 0.921
C -3.150 0.184 -1.031
H 5.104 1.225 -2.393
C 1.124 1.051 1.528
C 2.621 -1.136 -0.068
H -0.925 3.353 2.357
N 2.206 0.322 1.905
H 3.491 1.086 -1.711
C 1.600 -2.269 0.089
H 2.046 -3.096 0.638
O -5.678 -2.934 -0.373
```

Properties
E	-52206.360	eV
SMILES	CCC[C@@H](C)C(=O)Nc1ncc(S(=O)(=O)c2ccc([N+](=O)[O-])cc2)s1
energy relative to the best compared isomer or geometry (same formula, charge and spin)	3.630	eV
HOMO	-9.39	eV
LUMO energy	-1.232	eV
maximum force	0.026	hartree/bohr

Entry 6:
Entry from the Open Molecules 2025 dataset: a structure of composition C15H17N6OSSe4Tc (ωB97M-V/def2-TZVPD).

The geometry in XYZ format:
```
45
Properties=species:S:1:pos:R:3
H -1.581 -1.569 -3.881
Tc 0.344 0.262 0.887
C -1.021 0.734 3.554
C -2.849 -2.328 -0.358
H -1.140 -0.071 5.416
C 1.982 4.331 -1.189
C -2.096 -1.635 1.602
N -3.040 -2.391 1.014
C -0.561 2.985 1.191
H -2.331 1.108 5.051
H -4.371 -3.558 -1.289
H -3.747 -2.914 1.502
C 2.764 3.180 -1.314
N -0.730 1.780 1.649
C 2.376 2.038 -0.658
H 3.662 3.173 -1.914
H 1.938 -1.094 -0.868
C -1.273 -1.196 -1.807
N -1.651 0.442 4.719
C 0.520 3.116 0.260
H 1.737 -2.686 1.487
H -2.013 -1.522 2.670
O 1.695 -1.208 0.077
C -3.516 -2.910 -1.430
H 2.570 -3.079 -0.041
Se 5.516 0.208 -2.443
N 1.277 1.991 0.123
H 2.262 5.240 -1.704
Se 2.241 -1.154 -3.139
Se 3.676 0.338 -3.887
H -0.425 -0.539 -1.970
H 0.787 -3.087 0.031
S 0.431 -0.170 3.148
C 1.694 -2.609 0.404
H 2.951 1.121 -0.728
C -3.032 -2.619 -2.688
H 0.230 5.172 -0.276
Se 4.977 -1.247 -0.927
N -1.293 -1.077 0.723
N -1.521 1.635 2.766
C -1.926 -1.773 -2.876
C -1.746 -1.494 -0.532
H -1.103 3.825 1.602
H -3.516 -3.050 -3.554
C 0.855 4.299 -0.401
```

Properties
E	-301232.846	eV
energy relative to the best compared isomer or geometry (same formula, charge and spin)	2.512	eV
HOMO (alpha / beta)	-10.00 / -9.41	eV
LUMO energy (alpha / beta)	-5.699 / -5.702	eV
total charge	+1
multiplicity	2
maximum force	0.011	hartree/bohr